Record 1
DFT (ωB97M-V/def2-TZVPD) results for the molecule C2H3F3N2.

The geometry in XYZ format:
```
10
Properties=species:S:1:pos:R:3:forces:R:3:lowdin_charge:R:1
N -0.2333 0.7576 -1.4364 -1.133 1.416 -1.636 0.13
C 0.7588 0.4886 -0.5825 1.491 -2.047 0.524 -0.24
N 0.8260 -0.2254 0.4926 0.359 1.400 -0.811 0.14
C -0.1654 -0.7229 1.2684 -2.117 -1.318 -1.052 -0.76
F -1.1459 0.1216 1.6402 -0.094 1.009 0.101 0.12
F -0.8843 -1.7902 0.7451 0.134 0.258 -1.070 0.07
F 0.3405 -1.2548 2.3246 1.175 -0.432 2.631 0.17
H -0.0732 1.2582 -2.3407 0.283 -0.711 1.578 0.13
H -1.2347 0.7264 -1.2279 0.801 -0.385 0.438 0.12
H 1.8115 0.6409 -0.8835 -0.899 0.811 -0.704 0.13
```
Forces are in eV/Å.

electronic energy = -487.12119 a.u.
total charge = 0
relative energy (zero: lowest compared OMol25 entry of this formula, charge and spin) = 2.3 kcal per mole
LUMO = 0.539 eV
SMILES = N/C=N\C(F)(F)F
spin multiplicity = 1
HOMO level = -10.4 eV
molecular weight = 112.1 g/mol



Record 2
DFT (ωB97M-V/def2-TZVPD) results for a cluster of 2 separate species, C2H4O2S2 in total.

The geometry in XYZ format:
```
10
Properties=species:S:1:pos:R:3:forces:R:3:lowdin_charge:R:1
C 0.1138 -0.5898 0.1119 0.102 -0.585 -0.177 -0.57
C 1.1354 0.5130 0.0359 -1.533 1.763 2.120 -0.23
O -2.7287 0.7953 -1.3311 0.177 -0.516 0.487 -0.46
O -2.7847 0.6552 1.1012 -0.036 0.267 0.747 -0.45
S 0.7130 -2.1828 0.1434 0.442 2.368 -0.130 0.80
S -2.6835 -0.0283 -0.1429 0.016 0.206 -1.141 0.78
H 0.6453 1.5607 0.3071 1.005 -2.216 -0.586 0.12
H 1.5416 0.6018 -0.9306 0.110 0.044 -1.719 0.05
H 2.0472 0.3942 0.6428 -0.344 -0.250 0.281 0.06
H 2.0004 -1.7193 0.0623 0.062 -1.080 0.118 -0.11
```
Forces are in eV/Å.

electronic energy = -1025.34069 a.u.
total charge = 0
relative energy (zero: lowest compared OMol25 entry of this formula, charge and spin) = 78.3 kcal per mole
LUMO = -0.652 eV
spin multiplicity = 1
HOMO level = -9.2 eV
molecular weight = 124.2 g/mol



Record 3
DFT (ωB97M-V/def2-TZVPD) results for a cluster of 2 separate species, C4H12OSSi in total.

The geometry in XYZ format:
```
19
Properties=species:S:1:pos:R:3:forces:R:3:lowdin_charge:R:1
C -1.3606 1.0589 1.6851 -0.168 -0.178 -2.247 -0.14
C -1.2700 1.5262 -1.3899 -1.475 2.187 1.006 -0.21
C -1.5867 -1.3196 -0.1770 1.392 -2.535 0.146 -0.21
C 3.5068 -1.3125 -0.0088 0.806 0.474 -1.044 -0.47
O 0.9158 0.3820 0.0023 7.931 -0.088 0.268 -0.37
Si -0.5786 0.2799 -0.1065 -7.416 1.843 0.632 0.24
S 3.2677 0.2984 -0.8255 -2.899 -1.235 0.512 0.81
H -1.1817 2.1483 1.9357 -0.368 -1.445 -0.401 0.04
H -2.4273 0.7084 1.5559 0.882 1.031 0.148 0.02
H -0.9502 0.3788 2.3847 0.618 -0.366 1.168 -0.03
H -2.3497 2.0445 -1.2711 2.093 -1.773 0.038 0.07
H -0.6435 2.4372 -1.1974 -0.117 -0.705 -0.353 0.02
H -1.1822 1.2831 -2.4342 0.157 -0.225 -0.507 -0.01
H -2.4329 -1.4089 0.5649 0.951 0.310 -0.826 0.03
H -1.9784 -1.4969 -1.2116 0.246 0.059 0.879 0.02
H -0.8397 -2.2411 0.0664 -1.751 1.919 -0.564 0.06
H 3.6789 -0.9889 1.0012 -1.177 -0.828 0.954 0.01
H 4.5563 -1.6119 -0.2061 -0.196 0.202 -0.723 0.04
H 2.8560 -2.1660 -0.3681 0.490 1.354 0.915 0.07
```
Forces are in eV/Å.

electronic energy = -922.37773 a.u.
total charge = 0
relative energy (zero: lowest compared OMol25 entry of this formula, charge and spin) = 112.0 kcal per mole
LUMO (spin up / spin down) = -3.320 / -3.375 eV
spin multiplicity = 1
HOMO level (spin up / spin down) = -8.5 / -8.4 eV
molecular weight = 136.3 g/mol



Record 4
DFT (ωB97M-V/def2-TZVPD) results for a structure of composition C4H4O3.

The geometry in XYZ format:
```
11
Properties=species:S:1:pos:R:3:forces:R:3:lowdin_charge:R:1
C -2.2778 -0.4501 0.1727 -6.188 -3.196 2.024 -0.07
C -0.9485 -0.0507 -0.2168 -5.038 5.238 0.306 -0.49
C -0.4911 1.2144 -0.1115 -2.956 0.613 -1.162 -0.07
C 1.1868 -0.2359 0.0235 -1.411 2.243 -0.291 -0.41
H -2.3515 -1.1312 1.2181 1.090 1.191 -2.908 0.14
H -2.8951 0.3638 0.6917 0.946 -0.487 -1.676 0.08
H -3.1402 -1.1330 -0.5887 3.049 2.201 1.963 0.16
H -1.0671 2.1093 -0.5646 1.522 -1.210 1.749 0.18
O 0.8161 1.1276 0.1702 2.322 -0.886 -0.986 0.10
O 2.2869 -0.6351 0.1031 -0.044 -0.719 0.035 0.20
O -0.0233 -0.8769 -0.2687 6.707 -4.986 0.946 0.18
```
Forces are in eV/Å.

electronic energy = -380.43601 a.u.
total charge = 0
relative energy (zero: lowest compared OMol25 entry of this formula, charge and spin) = 69.7 kcal per mole
LUMO = 0.700 eV
spin multiplicity = 1
HOMO level = -8.7 eV
molecular weight = 100.1 g/mol



Record 5
DFT (ωB97M-V/def2-TZVPD) results for a structure of composition C18H19LuN4O17P2.

The geometry in XYZ format:
```
61
Properties=species:S:1:pos:R:3:forces:R:3:lowdin_charge:R:1
Lu -0.4738 -0.2338 0.0267 0.606 -0.517 1.059 1.77
O 5.8875 0.1491 -1.5028 0.007 0.030 0.002 0.04
C 4.5881 0.0668 -1.0753 0.058 -0.019 -0.049 -0.29
C 3.9676 1.1211 -0.4241 0.116 0.030 -0.005 0.06
C 2.6491 0.9566 -0.0540 -0.093 -0.072 0.107 -0.18
N 1.9910 -0.1750 -0.2551 -0.161 0.128 -0.295 0.07
C 2.5766 -1.1725 -0.9092 -0.024 0.032 0.178 -0.16
C 3.8864 -1.1006 -1.3390 0.103 -0.019 0.023 0.07
C 1.6836 -2.3703 -1.2192 -0.217 -0.006 -0.010 -0.60
O 2.1993 -3.3367 -1.7802 -0.044 -0.012 0.014 0.01
O 0.4663 -2.2148 -0.8772 0.042 0.143 0.019 -0.15
C 1.8271 2.0913 0.5284 -0.344 -0.014 -0.150 -0.58
O 2.3836 3.0603 1.0186 0.060 0.061 0.017 0.05
O 0.5573 1.8946 0.4055 0.255 0.003 0.206 -0.18
H 6.2058 1.0362 -1.3067 0.004 -0.007 0.011 0.10
H 4.4548 2.0713 -0.2347 -0.015 -0.039 -0.009 0.13
H 4.3229 -1.9332 -1.8729 -0.008 0.038 0.009 0.12
O 0.8476 -1.1245 2.0592 0.040 -0.246 -0.373 -0.02
C 0.9139 -0.8886 3.2510 -0.122 0.103 0.044 -0.19
C 0.1056 0.0573 3.9814 0.115 -0.098 -0.029 -0.11
C 0.3311 0.2025 5.3380 0.070 -0.065 0.110 0.03
C -0.4125 1.0958 6.0772 -0.075 0.015 0.238 -0.18
C -1.4122 1.8816 5.4497 -0.003 0.008 0.042 -0.01
C -1.6548 1.7568 4.1195 0.021 -0.011 0.023 0.02
C -0.9130 0.8213 3.3014 0.022 -0.067 -0.057 -0.33
O -1.1478 0.6894 2.0878 -0.182 0.087 0.009 -0.10
N -0.1643 1.2305 7.4874 0.176 0.256 -0.308 -0.38
O -0.8140 2.0580 8.1194 -0.120 -0.057 0.049 0.01
O 0.7142 0.5482 8.0072 -0.075 -0.102 0.010 0.01
H 1.6591 -1.4361 3.8607 0.018 -0.017 0.035 0.13
H 1.0961 -0.3868 5.8306 -0.016 0.010 -0.026 0.12
H -1.9702 2.5811 6.0565 -0.004 -0.001 -0.011 0.11
H -2.4081 2.3508 3.6169 0.020 -0.016 0.029 0.12
N -2.1629 -1.4737 -2.1835 -0.081 -0.035 0.028 -0.01
C -3.1875 -2.2550 -1.4862 0.026 0.072 -0.168 -0.18
C -3.0990 -2.1672 0.0400 0.269 0.175 0.284 -0.66
O -4.0648 -2.5938 0.6664 0.039 -0.063 0.056 -0.01
O -2.0081 -1.7036 0.5280 -0.349 -0.194 -0.244 -0.18
H -2.2263 -1.6174 -3.1852 -0.050 -0.059 -0.041 0.08
H -1.2461 -1.8467 -1.9361 0.066 -0.070 -0.062 0.03
H -3.1383 -3.3247 -1.7164 -0.028 -0.070 -0.049 0.11
H -4.1798 -1.9044 -1.7664 -0.041 0.031 -0.036 0.11
N -2.4292 1.7255 -2.9725 0.239 0.085 0.006 0.14
C -1.4249 2.6331 -2.2324 -0.122 -0.025 -0.137 -0.46
C -1.4572 4.0420 -2.8144 -0.055 -0.130 -0.045 -0.09
P -2.3032 2.5291 -0.5701 -0.287 0.013 -0.502 0.30
O -1.5222 3.4103 0.4625 0.198 -0.040 0.011 -0.14
O -3.6324 3.1149 -0.9248 0.073 -0.057 0.188 -0.32
O -2.2522 1.0358 -0.3321 0.054 0.506 0.052 -0.41
P 0.1759 1.7894 -2.5981 -0.080 -0.116 -0.324 0.37
O -0.0944 1.7064 -4.2427 0.111 -0.164 0.015 -0.19
O 1.4022 2.5937 -2.4197 -0.085 0.027 0.103 -0.27
O 0.0064 0.3774 -2.0973 0.059 0.491 -0.138 -0.40
H -3.3599 2.0781 -2.7282 -0.168 0.135 0.002 0.13
H -2.3494 0.7595 -2.5929 0.113 -0.093 0.101 0.10
H -2.2294 1.7183 -3.9698 -0.026 0.027 -0.065 0.13
H -2.3896 4.5449 -2.5560 -0.015 -0.035 -0.001 0.07
H -1.3284 4.0271 -3.9007 0.027 0.002 0.017 0.07
H -0.6237 4.6019 -2.3911 -0.007 -0.025 0.028 0.09
H -0.6273 2.9789 0.6472 -0.069 -0.012 0.021 0.05
H 0.7572 1.8632 -4.6653 -0.044 0.064 -0.010 0.06
```
Forces are in eV/Å.

electronic energy = -4114.30504 a.u.
total charge = -2
relative energy (zero: lowest compared OMol25 entry of this formula, charge and spin) = 15.6 kcal per mole
LUMO = 4.159 eV
spin multiplicity = 1
HOMO level = -3.3 eV
molecular weight = 800.3 g/mol



Record 6
DFT (ωB97M-V/def2-TZVPD) results for the molecule C6H10.

The geometry in XYZ format:
```
16
Properties=species:S:1:pos:R:3:forces:R:3:lowdin_charge:R:1
C 2.1223 1.0586 -0.8329 0.220 1.148 -0.902 -0.08
C 0.7274 1.0177 -0.3222 0.217 0.763 -0.551 -0.08
C -0.0710 -0.0118 -0.6527 -0.116 -0.844 -1.086 -0.18
C -1.7701 -0.6452 -0.4756 -0.027 2.410 0.230 0.01
C -0.6801 -1.0672 0.3350 -3.141 -0.330 1.143 -0.41
C -0.8400 -0.4878 1.7498 1.293 -0.132 0.223 -0.10
H 2.2914 0.4470 -1.7176 -0.121 -0.273 0.082 0.08
H 2.4300 2.0826 -1.0872 -0.066 -0.118 0.075 0.08
H 2.8215 0.7423 -0.0566 -0.154 -0.176 0.135 0.09
H 0.4057 1.9407 0.1575 0.003 -0.737 1.279 0.13
H 0.1043 -0.4730 -1.6162 1.182 -0.388 0.202 0.11
H -1.9798 -0.7695 -1.5364 0.417 -1.523 0.092 0.02
H -0.2716 -2.0838 0.3963 0.698 0.192 -0.679 0.13
H -0.9750 0.5898 1.6778 -0.205 -0.119 0.142 0.07
H -1.6440 -0.9239 2.3376 -0.268 -0.105 -0.425 0.07
H 0.0748 -0.7011 2.3203 0.067 0.232 0.041 0.07
```
Forces are in eV/Å.

electronic energy = -234.38100 a.u.
total charge = 0
relative energy (zero: lowest compared OMol25 entry of this formula, charge and spin) = 139.0 kcal per mole
LUMO = -0.504 eV
spin multiplicity = 1
HOMO level = -6.8 eV
molecular weight = 82.1 g/mol



Please write out number 6 again, unchanged.
DFT (ωB97M-V/def2-TZVPD) results for the molecule C6H10.

The geometry in XYZ format:
```
16
Properties=species:S:1:pos:R:3:forces:R:3:lowdin_charge:R:1
C 2.1223 1.0586 -0.8329 0.220 1.148 -0.902 -0.08
C 0.7274 1.0177 -0.3222 0.217 0.763 -0.551 -0.08
C -0.0710 -0.0118 -0.6527 -0.116 -0.844 -1.086 -0.18
C -1.7701 -0.6452 -0.4756 -0.027 2.410 0.230 0.01
C -0.6801 -1.0672 0.3350 -3.141 -0.330 1.143 -0.41
C -0.8400 -0.4878 1.7498 1.293 -0.132 0.223 -0.10
H 2.2914 0.4470 -1.7176 -0.121 -0.273 0.082 0.08
H 2.4300 2.0826 -1.0872 -0.066 -0.118 0.075 0.08
H 2.8215 0.7423 -0.0566 -0.154 -0.176 0.135 0.09
H 0.4057 1.9407 0.1575 0.003 -0.737 1.279 0.13
H 0.1043 -0.4730 -1.6162 1.182 -0.388 0.202 0.11
H -1.9798 -0.7695 -1.5364 0.417 -1.523 0.092 0.02
H -0.2716 -2.0838 0.3963 0.698 0.192 -0.679 0.13
H -0.9750 0.5898 1.6778 -0.205 -0.119 0.142 0.07
H -1.6440 -0.9239 2.3376 -0.268 -0.105 -0.425 0.07
H 0.0748 -0.7011 2.3203 0.067 0.232 0.041 0.07
```
Forces are in eV/Å.

electronic energy = -234.38100 a.u.
total charge = 0
relative energy (zero: lowest compared OMol25 entry of this formula, charge and spin) = 139.0 kcal per mole
LUMO = -0.504 eV
spin multiplicity = 1
HOMO level = -6.8 eV
molecular weight = 82.1 g/mol